Entry 1:
126
Properties=species:S:1:pos:R:3:nbo_charge:R:1 method="wB97M-V/def2-TZVPD" homo_energy_ev="-5.74 / -7.17" spin_multiplicity=3 homo_lumo_gap_ha="0.22934 / 0.25869"
Pd 0.463 0.309 0.572 0.7230
C 3.551 3.481 -3.637 -0.1913
C 3.518 2.211 -3.077 -0.2326
C 2.493 1.866 -2.213 -0.1295
C 1.484 2.777 -1.902 -0.3703
C 1.523 4.046 -2.474 -0.2024
C 2.553 4.395 -3.334 -0.2174
P 0.164 2.151 -0.810 0.9496
C -0.668 3.637 -0.167 -0.3683
C 0.072 4.721 0.304 -0.2054
C -0.566 5.837 0.821 -0.2170
C -1.951 5.867 0.911 -0.2004
C -2.691 4.777 0.479 -0.2305
C -2.057 3.671 -0.062 -0.1402
C -1.066 1.472 -1.973 -0.3527
C -1.378 2.053 -3.172 -0.2045
C -2.399 1.506 -3.976 -0.2151
C -3.091 0.407 -3.553 -0.1719
C -2.786 -0.223 -2.321 -0.0987
C -3.480 -1.370 -1.868 -0.2143
C -3.128 -1.954 -0.685 -0.2243
C -2.063 -1.439 0.089 -0.2184
C -1.359 -0.332 -0.301 -0.2665
C -1.743 0.301 -1.521 -0.0184
H 4.355 3.758 -4.306 0.2120
H 4.292 1.493 -3.306 0.2137
H 2.472 0.872 -1.774 0.2137
H 0.744 4.766 -2.255 0.2223
H 2.574 5.384 -3.770 0.2140
H 1.155 4.701 0.253 0.2204
H 0.020 6.678 1.165 0.2146
H -2.449 6.735 1.318 0.2127
H -3.769 4.791 0.551 0.2150
H -2.644 2.834 -0.417 0.2210
H -0.852 2.937 -3.508 0.2135
H -2.635 1.968 -4.924 0.2097
H -3.882 -0.007 -4.165 0.2073
H -4.283 -1.772 -2.469 0.2030
H -3.661 -2.831 -0.341 0.2039
H -1.802 -1.944 1.015 0.1991
Cl 4.014 1.758 6.030 0.0010
C 4.324 0.673 4.706 -0.0135
C 5.110 -0.451 4.914 -0.2396
C 5.355 -1.300 3.848 -0.1827
C 4.831 -1.054 2.580 -0.1169
C 5.183 -1.972 1.431 0.0557
C 4.168 -3.100 1.177 -0.2160
N 3.217 -2.735 0.152 -0.3483
C 3.548 -2.433 -1.149 -0.1214
C 2.411 -1.937 -1.713 -0.0838
N 1.392 -1.921 -0.794 -0.4864
C 1.918 -2.396 0.309 0.1824
O 6.443 -2.592 1.649 -0.5327
C 7.537 -1.797 1.195 -0.0857
C 7.536 -1.682 -0.300 -0.1489
C 7.203 -0.567 -1.015 -0.2451
Cl 6.788 0.979 -0.393 0.0568
S 7.210 -0.823 -2.709 0.4743
C 7.662 -2.462 -2.490 -0.4187
C 7.802 -2.778 -1.177 -0.2283
C 4.042 0.077 2.423 0.0952
Cl 3.355 0.477 0.879 0.0217
C 3.779 0.946 3.469 -0.2737
H 5.522 -0.652 5.891 0.2312
H 5.987 -2.167 3.985 0.2337
H 5.226 -1.371 0.517 0.2136
H 3.619 -3.363 2.082 0.2201
H 4.729 -3.975 0.844 0.2256
H 4.535 -2.600 -1.538 0.2218
H 2.255 -1.611 -2.725 0.2126
H 1.409 -2.495 1.254 0.2190
H 8.433 -2.314 1.544 0.2083
H 7.513 -0.803 1.657 0.1949
H 7.807 -3.096 -3.345 0.2444
H 8.077 -3.759 -0.823 0.2311
H 3.162 1.816 3.304 0.2520
N 0.467 0.149 2.571 -1.4021
P -0.472 0.454 3.772 2.3236
N -2.122 0.307 3.523 -0.8334
C -2.664 1.122 2.432 -0.2305
C -3.833 1.975 2.902 -0.4082
C -4.983 1.087 3.404 -0.4048
C -4.456 -0.282 3.838 -0.4016
C -3.102 -0.135 4.515 -0.1955
N -0.230 -0.635 5.026 -0.8197
C 0.817 -0.353 6.013 -0.2090
C 1.839 -1.478 6.056 -0.4096
C 1.180 -2.782 6.500 -0.4052
C -0.213 -2.926 5.865 -0.4030
C -0.337 -2.041 4.636 -0.2182
N -0.206 1.958 4.426 -0.8408
C 0.816 2.866 3.921 -0.2049
C 0.374 4.300 4.164 -0.4169
C 0.287 4.592 5.667 -0.4036
C -0.138 3.336 6.442 -0.4027
C -0.988 2.424 5.567 -0.2116
H -2.985 0.481 1.604 0.2059
H -1.856 1.750 2.030 0.2230
H -4.165 2.608 2.077 0.2106
H -3.496 2.647 3.692 0.1940
H -5.740 0.964 2.628 0.2054
H -5.478 1.569 4.250 0.1982
H -4.338 -0.936 2.971 0.2050
H -5.159 -0.770 4.514 0.2100
H -2.780 -1.078 4.954 0.2034
H -3.206 0.579 5.344 0.1649
H 0.367 -0.231 7.008 0.1748
H 1.304 0.592 5.764 0.2159
H 2.657 -1.209 6.727 0.2129
H 2.271 -1.587 5.057 0.2044
H 1.088 -2.793 7.589 0.2004
H 1.814 -3.630 6.234 0.2018
H -0.987 -2.636 6.579 0.1998
H -0.410 -3.964 5.590 0.2108
H -1.299 -2.188 4.141 0.2124
H 0.433 -2.302 3.899 0.1846
H 0.963 2.663 2.852 0.2350
H 1.780 2.697 4.431 0.1665
H -0.597 4.446 3.684 0.2067
H 1.068 4.988 3.681 0.2125
H -0.419 5.406 5.847 0.2028
H 1.258 4.934 6.032 0.2030
H -0.693 3.599 7.344 0.2122
H 0.745 2.778 6.765 0.2011
H -1.889 2.963 5.243 0.1760
H -1.323 1.561 6.144 0.2112

---

Entry 2:
10
Properties=species:S:1:pos:R:3:nbo_charge:R:1 method="wB97M-V/def2-TZVPD" homo_energy_ev="-7.98 / -8.03" spin_multiplicity=1 homo_lumo_gap_ha="0.26725 / 0.27028"
C -1.430 0.161 -0.035 -0.0797
C -0.261 2.317 -0.363 -0.2128
C -0.212 -0.559 -0.369 -0.5914
C 0.995 -0.078 0.422 -0.5084
S -2.864 -0.558 0.219 0.1138
S 1.218 1.754 0.103 0.3216
H -0.252 -1.545 -0.092 0.2405
H 0.028 -0.732 -1.525 0.2600
H 0.845 -0.301 1.487 0.2293
H 1.932 -0.458 0.154 0.2271

---

Entry 3:
30
Properties=species:S:1:pos:R:3:nbo_charge:R:1 method="wB97M-V/def2-TZVPD" homo_energy_ev=-11.16 smiles=O.O.O.O.O.O.O.O.O.O spin_multiplicity=1 homo_lumo_gap_ha=0.41032
O 0.729 1.783 1.835 -0.9618
H 0.292 1.849 1.009 0.4827
H 1.428 1.161 1.909 0.4720
O -1.776 -1.941 -0.066 -0.9468
H -0.980 -1.417 0.144 0.4561
H -1.433 -2.867 -0.049 0.4737
O -2.602 1.106 1.608 -1.0297
H -2.071 1.676 2.123 0.5161
H -2.719 0.896 0.703 0.5152
O 1.105 -3.484 0.257 -0.9365
H 0.608 -2.689 0.348 0.4592
H 0.893 -4.093 0.964 0.4778
O 1.098 3.259 -0.842 -0.9462
H 1.207 3.094 -1.809 0.4724
H 1.423 4.138 -0.727 0.4752
O -1.064 -1.953 2.539 -1.0006
H -1.015 -1.168 3.052 0.4941
H -1.791 -2.129 1.966 0.5033
O 1.796 0.378 -4.140 -0.9272
H 1.915 0.482 -3.149 0.4628
H 1.083 -0.293 -3.996 0.4652
O 2.707 -0.506 1.114 -0.9279
H 3.167 -0.264 0.275 0.4801
H 2.911 0.240 1.706 0.4533
O 0.298 -0.041 -0.148 -0.9316
H 0.118 -0.625 0.642 0.4690
H -0.348 0.657 -0.185 0.4788
O -2.270 1.074 -2.044 -0.9598
H -1.784 1.271 -2.827 0.4776
H -2.925 0.405 -2.215 0.4833

---

| no. | total energy (eV) |
| --- | --- |
| 1 | -137367.129 |
| 2 | -25876.893 |
| 3 | -20797.773 |